*A*
10
Properties=species:S:1:pos:R:3 method="wB97M-V/def2-TZVPD" orbital_gap_ev="6.4 / 6.1" total_charge=+1
C 0.947 -0.335 -1.331
C -0.260 -0.460 0.984
C 0.127 0.773 -0.997
N 0.503 -1.438 0.497
N 0.880 -2.494 0.820
N -0.468 0.655 0.310
H -0.707 -0.601 1.964
H 0.624 1.743 -1.144
H -0.633 0.740 -1.809
H -1.013 1.417 0.705

=====

*B*
10
Properties=species:S:1:pos:R:3 method="wB97M-V/def2-TZVPD" orbital_gap_ev=9.9 total_charge=+1
C 0.238 -0.978 -0.550
C 0.011 -1.493 2.083
C -0.086 2.077 -2.018
N -0.478 1.122 -1.351
N 0.254 0.127 -0.913
N -0.303 -1.841 3.153
H 0.671 -1.810 -0.009
H -0.846 2.860 -2.191
H 0.977 2.064 -2.330
H -0.438 -2.127 4.126

=====

Short version: *A* is the least stable of them.

=====

*A*
11
Properties=species:S:1:pos:R:3 method="wB97M-V/def2-TZVPD" orbital_gap_ev=9.1 total_charge=0
H 1.546 0.282 1.767
N 0.626 0.170 1.377
C 0.161 0.878 0.503
I 1.165 2.661 -0.338
C -1.157 0.725 -0.087
S -0.581 -0.757 -1.641
N 0.432 -1.850 -0.941
H -1.684 1.362 -0.726
H -1.791 0.195 0.679
H -0.010 -2.230 0.002
H 1.292 -1.435 -0.595

=====

*B*
11
Properties=species:S:1:pos:R:3 method="wB97M-V/def2-TZVPD" orbital_gap_ev="7.0 / 6.7" total_charge=0
C 0.968 -1.419 0.419
C 0.270 0.943 0.661
N 1.254 -2.043 1.406
N -1.559 1.292 -1.327
S 0.181 1.175 -1.059
I 0.931 -1.873 -1.690
H 1.212 0.874 1.194
H -0.712 0.978 1.159
H 1.496 -2.993 1.608
H -2.129 0.965 -0.534
H -1.911 2.100 -1.837

=====

Short version: *B* is the least stable of them.

=====

*A*
6
Properties=species:S:1:pos:R:3 method="wB97M-V/def2-TZVPD" orbital_gap_ev=11.8 total_charge=0
O -1.559 0.087 0.038
H -1.777 -0.766 -0.366
H -0.646 0.305 -0.363
O 1.349 -0.047 -0.141
H 1.424 -0.504 0.720
H 1.209 0.925 0.112

=====

*B*
6
Properties=species:S:1:pos:R:3 method="wB97M-V/def2-TZVPD" orbital_gap_ev=11.7 total_charge=0
O -0.076 -1.258 -0.097
H -0.275 -1.707 0.809
H 0.726 -1.675 -0.376
O -0.342 1.753 0.155
H -0.502 1.705 -0.780
H 0.469 1.182 0.289

=====

Short version: *B* is the least stable of them.

=====

*A*
6
Properties=species:S:1:pos:R:3 method="wB97M-V/def2-TZVPD" orbital_gap_ev=11.4 total_charge=0
O 0.531 -0.682 0.577
H 0.989 0.109 0.890
H 1.170 -1.396 0.921
O -0.965 0.930 -1.122
H -0.196 0.306 -0.919
H -1.530 0.733 -0.346

=====

*B*
6
Properties=species:S:1:pos:R:3 method="wB97M-V/def2-TZVPD" orbital_gap_ev=12.3 total_charge=0
O 1.793 -0.109 -0.021
H 2.399 0.433 0.441
H 1.143 0.451 -0.438
O -1.791 -0.122 0.019
H -2.546 0.496 -0.023
H -1.010 0.475 0.038

=====

Short version: *B* is the least stable of them.

=====

*A*
6
Properties=species:S:1:pos:R:3 method="wB97M-V/def2-TZVPD" orbital_gap_ev=11.2 total_charge=0
O -27.509 21.203 -18.291
H -27.205 20.403 -18.719
H -27.069 21.204 -17.441
O -26.395 21.242 -15.881
H -26.240 21.957 -15.264
H -26.586 20.484 -15.327

=====

*B*
6
Properties=species:S:1:pos:R:3 method="wB97M-V/def2-TZVPD" orbital_gap_ev=11.7 total_charge=0
O -1.986 -0.079 -0.153
H -1.470 -0.460 0.597
H -1.654 0.864 -0.046
O 1.275 -0.005 -0.065
H 2.130 0.553 -0.023
H 1.705 -0.874 -0.311

=====

*C*
6
Properties=species:S:1:pos:R:3 method="wB97M-V/def2-TZVPD" orbital_gap_ev=10.9 total_charge=0
O 12.857 3.450 16.469
H 13.744 3.282 16.788
H 12.404 2.613 16.568
O 14.233 3.261 18.246
H 14.991 3.686 18.647
H 13.622 3.128 18.971

=====

*D*
6
Properties=species:S:1:pos:R:3 method="wB97M-V/def2-TZVPD" orbital_gap_ev=11.2 total_charge=0
O 1.372 -0.094 0.036
H 1.490 0.740 -0.361
H 0.437 -0.241 0.190
O -1.197 -0.004 -0.071
H -1.320 0.832 0.424
H -2.005 -0.549 0.027

=====

Short version: *C* is the least stable of them.

=====

*A*
6
Properties=species:S:1:pos:R:3 method="wB97M-V/def2-TZVPD" orbital_gap_ev=11.4 total_charge=0
O 0.432 -0.434 1.592
H 0.235 0.086 0.820
H 0.931 -1.238 1.393
O -0.318 0.588 -0.946
H -1.265 0.806 -1.115
H -0.015 0.192 -1.744

=====

*B*
6
Properties=species:S:1:pos:R:3 method="wB97M-V/def2-TZVPD" orbital_gap_ev=11.5 total_charge=0
O -0.465 -1.051 -0.170
H -0.524 -1.184 -1.121
H -0.869 -1.832 0.219
O 0.390 1.593 0.564
H 1.287 1.769 0.268
H 0.181 0.705 0.239

=====

Short version: *A* is the least stable of them.

=====

*A*
6
Properties=species:S:1:pos:R:3 method="wB97M-V/def2-TZVPD" orbital_gap_ev=11.8 total_charge=0
O -1.076 -0.256 -0.509
H -0.362 -0.469 -1.110
H -1.081 -0.976 0.122
O 1.021 0.481 0.164
H 0.105 0.729 0.287
H 1.392 0.490 1.047

=====

*B*
6
Properties=species:S:1:pos:R:3 method="wB97M-V/def2-TZVPD" orbital_gap_ev=11.3 total_charge=0
O -0.079 -0.783 -0.902
H 0.491 -1.248 -0.222
H -0.829 -1.437 -0.937
O -0.107 1.434 0.576
H 0.495 1.451 1.348
H 0.028 0.583 0.137

=====

*C*
6
Properties=species:S:1:pos:R:3 method="wB97M-V/def2-TZVPD" orbital_gap_ev=11.8 total_charge=0
O -4.392 6.086 -14.936
H -4.770 6.971 -14.983
H -5.135 5.508 -14.730
O -1.343 6.107 -13.630
H -1.988 6.089 -12.916
H -1.875 6.281 -14.416

=====

Short version: *A* is the least stable of them.

=====

*A*
6
Properties=species:S:1:pos:R:3 method="wB97M-V/def2-TZVPD" orbital_gap_ev=11.5 total_charge=0
O 1.634 -0.073 0.011
H 0.714 -0.509 0.068
H 1.494 0.885 -0.051
O -1.459 0.013 -0.118
H -1.584 0.804 0.453
H -2.025 -0.698 0.382

=====

*B*
6
Properties=species:S:1:pos:R:3 method="wB97M-V/def2-TZVPD" orbital_gap_ev=12.2 total_charge=0
O -1.539 -0.068 -0.076
H -0.660 -0.109 -0.504
H -1.503 0.815 0.241
O 1.128 0.111 -0.137
H 1.987 -0.210 0.191
H 0.588 -0.539 0.285

=====

Short version: *B* is the least stable of them.

=====

*A*
12
Properties=species:S:1:pos:R:3 method="wB97M-V/def2-TZVPD" orbital_gap_ev=7.6 total_charge=0
C -0.547 0.583 -0.388
C 0.226 -0.628 -0.168
C 1.590 -0.861 -0.780
O 0.051 1.593 -0.742
S -2.252 0.377 -0.153
S -0.346 -1.874 0.746
H -1.239 1.778 1.643
H 1.345 -0.574 -1.844
H 2.100 -1.800 -0.422
H 2.357 -0.071 -0.492
H -2.168 -0.869 0.320
H -1.117 2.345 2.282

=====

*B*
12
Properties=species:S:1:pos:R:3 method="wB97M-V/def2-TZVPD" orbital_gap_ev=8.4 total_charge=0
C -1.782 -0.880 0.146
S -0.172 -1.611 -0.570
C 1.215 -0.666 -0.042
S 2.752 -1.223 -0.143
C 0.858 0.889 0.334
O 0.487 1.681 -0.748
H -2.621 -1.416 -0.542
H -2.101 0.179 -0.085
H -1.855 -1.167 1.287
H 1.859 1.371 0.599
H -0.040 0.990 1.085
H 1.401 1.853 -1.320

=====

Short version: *A* is the least stable of them.

=====

*A*
12
Properties=species:S:1:pos:R:3 method="wB97M-V/def2-TZVPD" orbital_gap_ev=9.2 total_charge=0
C 0.316 -1.599 -1.581
C 0.140 -0.233 0.913
C -0.670 2.264 1.059
H -0.232 -2.514 -2.207
H 1.137 -1.968 -0.645
H 1.046 -0.893 -2.634
H -0.843 -0.286 1.589
H 0.919 -0.853 1.141
H -0.150 3.285 0.707
O -1.833 1.986 1.080
S -0.759 -0.675 -0.447
S 0.928 1.486 1.026

=====

*B*
12
Properties=species:S:1:pos:R:3 method="wB97M-V/def2-TZVPD" orbital_gap_ev=7.9 total_charge=0
C 1.787 0.984 0.364
C -0.676 -1.359 0.725
C -0.993 -0.141 -0.155
O 2.139 0.802 -0.900
S -2.073 1.060 0.268
S -0.537 -0.239 -1.741
H 2.463 1.687 0.941
H -1.281 -1.235 1.570
H -0.749 -2.383 0.179
H 0.420 -1.318 1.188
H -2.032 1.759 -0.950
H 1.534 0.383 -1.489

=====

Short version: *B* is the least stable of them.

=====

*A*
12
Properties=species:S:1:pos:R:3 method="wB97M-V/def2-TZVPD" orbital_gap_ev=5.5 total_charge=0
C 0.181 -0.375 1.603
C -1.202 -0.996 1.395
O -1.990 -1.311 2.233
C 0.450 0.616 0.407
S 1.977 0.208 -0.280
S -0.741 0.790 -2.293
H 0.883 -1.199 1.619
H 0.110 0.095 2.572
H -1.469 -1.119 0.325
H 0.336 1.629 0.805
H -0.411 0.550 -0.422
H 0.560 0.966 -2.021

=====

*B*
12
Properties=species:S:1:pos:R:3 method="wB97M-V/def2-TZVPD" orbital_gap_ev=8.4 total_charge=0
C -1.146 -0.153 0.576
C -0.298 0.063 -0.729
C 0.895 1.040 -0.283
H -0.311 -0.451 1.401
H -2.011 -1.000 0.351
H -1.739 0.723 1.078
H -0.928 0.588 -1.622
H 0.776 -1.313 -1.481
H 1.552 -1.133 0.986
O 0.122 -1.187 -0.824
S 2.052 0.187 0.762
S 1.037 2.634 -0.215

=====

Short version: *A* is the least stable of them.

=====

*A*
12
Properties=species:S:1:pos:R:3 method="wB97M-V/def2-TZVPD" orbital_gap_ev="5.2 / 6.2" total_charge=+2 spin_multiplicity=2
O 2.359 -1.141 1.046
C 1.530 -1.952 1.504
C 0.097 -1.928 1.097
Cs 3.174 1.324 -1.268
H 0.481 -2.807 0.364
H -0.287 -0.915 1.292
H -0.512 -2.534 1.784
O -0.534 -0.451 -1.424
C -1.244 -0.974 -2.267
Mg -3.730 0.451 -3.144
O -2.179 -0.616 -3.003
H 1.697 -2.345 2.527

=====

*B*
12
Properties=species:S:1:pos:R:3 method="wB97M-V/def2-TZVPD" orbital_gap_ev="10.2 / 9.0" total_charge=+2 spin_multiplicity=2
C -4.766 0.558 1.585
C -3.810 -0.235 2.164
H -4.691 1.017 0.595
H -4.113 -0.651 1.049
H -4.049 -0.607 3.167
O -0.620 0.671 0.182
C 0.228 1.351 0.839
O -0.023 1.756 1.992
O 1.382 1.589 0.314
Cs 0.270 -0.598 -3.354
Mg -1.838 0.775 1.977
H -5.509 1.078 2.200

=====

Short version: *A* is the least stable of them.